Entry w
{
  "formula": "C8H14",
  "method": "wB97M-V/def2-TZVPD",
  "orbital_gap_ev": 3.58,
  "lumo_ev": -2.12,
  "homo_ev": -5.69,
  "species": ["C", "C", "C", "C", "C", "C", "C", "C", "H", "H", "H", "H", "H", "H", "H", "H", "H", "H", "H", "H", "H", "H"],
  "xyz": [[-2.8666, -2.1188, 0.5320], [-1.6233, -1.4918, 0.6781], [-0.9298, -0.6674, -0.1986], [0.3188, 0.1026, 0.1908], [0.7769, 1.1817, -0.7915], [1.6707, 2.1902, -0.5663], [2.1046, 2.7592, 0.7248], [1.5849, -0.8787, 0.3504], [-3.3222, -2.1353, -0.4692], [-4.9039, -3.6634, -3.9248], [-3.5122, -2.5226, 1.2556], [-1.2536, -0.5153, -1.2435], [-1.3544, -1.1585, 1.6941], [0.2639, 0.5182, 1.1970], [-4.4046, -3.9149, -4.4446], [0.2914, 1.1321, -1.7525], [2.1521, 2.6231, -1.4175], [2.7081, 3.6680, 0.6600], [1.6722, 2.4936, 1.7196], [1.4273, -1.3312, 1.3416], [1.5928, -1.4855, -0.5133], [2.4260, -0.1706, 0.3785]]
}

***

Entry x
{
  "formula": "C8H14",
  "method": "wB97M-V/def2-TZVPD",
  "orbital_gap_ev": 6.09,
  "lumo_ev": -1.33,
  "homo_ev": -7.42,
  "species": ["C", "C", "C", "C", "C", "C", "C", "C", "H", "H", "H", "H", "H", "H", "H", "H", "H", "H", "H", "H", "H", "H"],
  "xyz": [[-2.9649, 0.0495, -1.5389], [-1.4759, 0.3700, -1.4333], [-1.0799, 0.7670, -0.0060], [0.4179, 0.7310, 0.1658], [0.9354, -1.6630, -0.3033], [1.2608, -0.3840, 0.3073], [2.2266, 0.0390, 1.2984], [3.4440, -0.3741, 1.6532], [-3.2914, -0.7815, -0.8977], [-3.5642, 0.7490, -1.0559], [-3.2615, -0.2621, -2.4717], [-0.8992, -0.5353, -1.6799], [-1.2756, 1.2315, -2.1716], [-1.5378, 1.6845, 0.2884], [-1.4868, -0.0260, 0.6401], [1.1555, 1.5606, 0.2284], [-0.0847, 1.2421, 2.3512], [-0.0841, -2.0251, -0.2983], [1.8704, -2.3549, -0.5434], [1.7733, 0.8714, 1.8958], [3.8184, -0.1104, 2.6603], [4.1038, -0.7791, 0.9110]]
}

***

Entry y
{
  "formula": "C8H14",
  "method": "wB97M-V/def2-TZVPD",
  "orbital_gap_ev": 9.24,
  "lumo_ev": 0.93,
  "homo_ev": -8.31,
  "species": ["C", "C", "C", "C", "C", "C", "C", "C", "H", "H", "H", "H", "H", "H", "H", "H", "H", "H", "H", "H", "H", "H"],
  "xyz": [[-2.9623, -0.0832, 0.2813], [-1.5721, 0.1538, -0.3782], [-0.3007, -0.6061, -0.6618], [0.7563, -1.4880, -0.0717], [1.7942, -0.7453, 0.3416], [2.1186, 0.7351, -0.1051], [0.5965, 1.5153, 0.0159], [-0.4306, 0.4666, 0.4552], [-3.8059, 0.9430, -0.0786], [-3.0526, -0.3037, 1.7621], [-3.2565, -1.2978, -0.2116], [-1.5179, 0.8929, -1.1481], [-0.0571, 0.0540, -1.5362], [0.3028, -1.9046, 0.5889], [1.0514, -2.0645, -1.0959], [2.6378, -1.5603, 0.3595], [1.6951, -0.5151, 1.4501], [2.2402, 0.6910, -1.1372], [2.8242, 1.4549, 0.4726], [0.8711, 2.1253, 0.8218], [0.0572, 2.0114, -0.8617], [0.0111, -0.2154, 1.3508]]
}

***

Entry z
{
  "formula": "C8H14",
  "method": "wB97M-V/def2-TZVPD",
  "smiles": "CC=C(C)C.C=C=C",
  "orbital_gap_ev": 9.69,
  "lumo_ev": 0.99,
  "homo_ev": -8.70,
  "species": ["C", "C", "C", "C", "C", "C", "C", "C", "H", "H", "H", "H", "H", "H", "H", "H", "H", "H", "H", "H", "H", "H"],
  "xyz": [[-0.9874, 1.9745, 0.9200], [-1.2112, 1.6989, 2.1734], [-1.0516, 2.0309, -0.4124], [0.5001, -0.6798, 0.6328], [0.8569, -0.6848, -0.6613], [-0.4907, -1.5070, 1.3962], [0.2059, -1.5245, -1.7120], [1.8469, 0.3061, -1.2165], [-2.1258, 1.1859, 2.5787], [-0.4209, 1.9775, 2.8900], [-0.7514, 1.3441, -1.1419], [-1.4654, 2.8048, -0.8854], [1.0338, 0.0295, 1.1133], [-1.1143, -0.8637, 1.9219], [0.0378, -2.3020, 1.9126], [-0.9976, -2.0729, 0.6306], [-0.7429, -1.7595, -1.2813], [0.7377, -2.3463, -1.9486], [0.0005, -1.0836, -2.6563], [1.2206, 1.1843, -1.6682], [2.4280, -0.2299, -2.0790], [2.4911, 0.5177, -0.5066]]
}

***

Stability check: which of them is most stable? entry z.